DFT (the ωB97M-V functional and the def2-TZVPD basis) results for a structure of composition C38H32GeLuN3O4S.

```
80
Properties=species:S:1:pos:R:3:mulliken_charge:R:1
Lu -0.651 -0.555 1.412 1.919
N -2.042 -1.644 3.280 -0.470
C -1.106 -1.539 4.321 1.133
C -1.433 -0.700 5.436 -1.024
C -0.708 -0.788 6.588 -0.412
C 0.396 -1.658 6.627 -0.861
C 0.821 -2.265 5.451 -0.890
C 0.071 -2.285 4.267 0.845
C 0.445 -3.148 3.085 0.782
C 1.298 -4.301 3.286 -0.622
C 1.651 -5.155 2.237 -0.703
C 0.882 -5.033 1.048 -0.552
C 0.125 -3.871 0.856 -0.674
C 0.031 -2.859 1.804 0.172
H -2.892 -1.061 3.235 0.229
H -2.238 -2.543 2.856 0.264
H -2.257 0.066 5.415 0.292
H -0.944 -0.239 7.490 0.366
H 0.927 -1.802 7.577 0.328
H 1.750 -2.815 5.556 0.273
H 1.691 -4.485 4.331 0.130
H 2.549 -5.823 2.237 0.283
H 0.791 -5.857 0.342 0.361
H -0.335 -3.709 -0.119 0.401
O -2.330 -1.142 0.337 -0.500
S -3.236 0.022 0.830 0.967
O -3.698 0.765 -0.256 -0.619
O -2.194 0.897 1.584 -0.749
O -4.264 -0.462 1.788 -0.848
N 3.392 0.811 3.285 -0.057
C 2.165 0.350 3.568 -0.553
N 1.406 0.261 2.488 -0.181
C 2.240 0.741 1.431 -0.008
C 1.860 0.571 0.030 2.453
C 2.913 0.987 -0.853 -0.656
C 4.179 1.313 -0.334 -0.824
C 4.511 1.303 1.028 -1.341
C 3.516 0.965 1.917 -0.113
H 4.168 0.961 3.927 0.240
H 1.790 0.032 4.553 0.399
H 1.906 -0.589 0.003 -0.400
H 2.755 1.036 -1.942 0.327
H 4.932 1.546 -1.073 0.353
H 5.522 1.572 1.391 0.189
C 0.354 0.961 -0.183 -2.030
Ge -0.406 1.111 -1.953 1.305
C -1.858 2.431 -1.803 0.903
C -2.638 2.801 -2.930 -0.418
C -3.262 4.052 -2.929 -0.709
C -3.084 4.920 -1.873 -0.514
C -2.453 4.483 -0.675 -0.816
C -1.896 3.200 -0.646 -0.258
C 0.548 1.928 -3.518 -0.078
C 1.266 3.098 -3.346 -0.169
C 2.017 3.644 -4.373 -0.743
C 1.990 3.028 -5.623 -0.401
C 1.379 1.788 -5.790 -0.566
C 0.638 1.257 -4.754 -0.377
C -1.031 -0.599 -2.657 0.106
C -0.122 -1.603 -3.124 -0.454
C -0.528 -2.611 -4.039 -0.794
C -1.891 -2.898 -4.182 -0.279
C -2.841 -2.045 -3.648 -0.655
C -2.393 -0.927 -2.887 0.287
H 0.148 1.845 0.458 0.461
H -2.810 2.082 -3.751 0.267
H -3.908 4.290 -3.741 0.416
H -3.489 5.949 -1.938 0.266
H -2.422 5.034 0.241 0.425
H -1.655 2.753 0.326 0.051
H 1.453 3.524 -2.362 0.355
H 2.558 4.547 -4.317 0.441
H 2.585 3.489 -6.432 0.275
H 1.412 1.222 -6.737 0.327
H 0.118 0.310 -4.898 0.212
H 0.906 -1.499 -2.729 0.355
H 0.258 -3.134 -4.587 0.385
H -2.197 -3.799 -4.748 0.286
H -3.917 -2.221 -3.755 0.344
H -3.181 -0.281 -2.417 0.147
```

Properties
Max |F|: 3.90 eV/A
M: 874.3 g mol⁻¹
Net charge: -2
E_HOMO: 0.43 eV
LUMO energy: 4.47 eV
Orbital gap: 4.0 eV